The following is a DFT calculation (ωB97M-V/def2-TZVPD) of a cluster of 12 separate species, C62H166N21O17P7S5 in total in a non-equilibrium geometry.

For the frontier orbital gap, the calculation gives 8.19 eV. The calculation puts the energy above the lowest of the compared OMol25 structures with the same formula, charge and spin at 549.5 kJ/mol. Its HOMO energy is -7.72 eV. The value obtained for the total energy is -9271.37264 Eh. The SMILES is CN(C)P(=O)(N(C)C)N(C)C.CN(C)P(=O)(N(C)C)N(C)C.CN(C)P(=O)(N(C)C)N(C)C.CN(C)P(=O)(N(C)C)N(C)C.CN(C)P(=O)(N(C)C)N(C)C.CN(C)P(=O)(N(C)C)N(C)C.CN(C)P(=O)(N(C)C)N(C)C.O=S1(=O)CCCC1.O=S1(=O)CCCC1.O=S1(=O)CCCC1.O=S1(=O)CCCC1.O=S1(=O)CCCC1.

The geometry in ORCA input format:
```
! wB97M-V def2-TZVPD RIJCOSX def2/J DEFGRID3
* xyz 0 1
C 14.1333 23.1353 13.8844
N 15.0970 22.2666 14.6334
C 16.4252 22.1268 13.9805
P 14.6029 21.0645 15.7433
O 15.7341 20.3796 16.4160
N 13.4096 21.7929 16.8291
C 12.6467 20.9552 17.7766
C 13.7673 23.0618 17.4835
N 13.6376 19.9623 14.8851
C 12.1562 20.2419 14.6492
C 14.1414 19.0221 13.8521
H 13.7254 22.5807 13.0393
H 14.6248 24.0174 13.4740
H 13.2862 23.4262 14.5056
H 16.5854 23.0926 13.5013
H 16.4855 21.2908 13.2837
H 17.1203 21.9155 14.7931
H 12.6579 19.9307 17.4045
H 13.2039 20.8844 18.7107
H 11.6923 21.4000 18.0585
H 12.8966 23.7044 17.6137
H 14.3037 22.8851 18.4158
H 14.4927 23.6318 16.9030
H 11.9998 19.8100 13.6607
H 11.5828 19.7459 15.4323
H 11.9399 21.3022 14.5179
H 14.0451 19.3603 12.8204
H 13.5552 18.1202 14.0280
H 15.1639 18.6926 14.0364
C 12.3348 16.5426 25.0708
N 13.1973 17.7295 25.1634
C 14.4807 17.6664 24.3856
P 12.4485 19.2781 25.2875
O 12.2330 19.9606 23.9821
N 11.0766 18.8312 26.1893
C 11.1070 18.4159 27.5957
C 9.8076 18.6529 25.4814
N 13.4400 20.0999 26.3754
C 14.0777 19.4667 27.5378
C 13.1658 21.5496 26.7004
H 11.5529 16.6944 24.3267
H 11.8445 16.3209 26.0188
H 12.8809 15.7067 24.6336
H 14.5081 18.1290 23.3991
H 14.8559 16.6483 24.2810
H 15.2792 18.1535 24.9454
H 11.9557 17.7501 27.7522
H 11.0052 19.2523 28.2873
H 10.2200 17.8576 27.8951
H 8.8707 18.7865 26.0223
H 9.8992 19.2676 24.5860
H 9.6557 17.6498 25.0830
H 13.4102 19.4430 28.3991
H 14.4227 18.4548 27.3253
H 14.9839 19.9691 27.8764
H 12.4731 21.5773 27.5415
H 12.6417 22.0714 25.8997
H 14.0707 22.0700 27.0143
C 20.2861 19.0722 23.4519
N 20.5483 18.6939 24.7924
C 21.9461 18.2107 25.0552
P 19.1793 18.3105 25.7181
O 17.8374 18.7176 25.1844
N 19.3447 16.5547 26.0280
C 20.4209 15.9406 26.8319
C 18.4648 15.6064 25.4257
N 19.5902 19.0553 27.2145
C 20.0031 20.4313 27.2217
C 19.1926 18.4863 28.5157
H 20.7762 19.9810 23.1025
H 19.2130 19.2633 23.4434
H 20.4189 18.1972 22.8156
H 22.0703 17.1410 24.8864
H 22.0551 18.3595 26.1295
H 22.6861 18.8236 24.5404
H 21.0885 16.6696 27.2912
H 19.9306 15.4208 27.6551
H 20.8675 15.1734 26.1994
H 18.6395 14.6051 25.8194
H 17.3968 15.7255 25.6081
H 18.6463 15.5296 24.3537
H 20.5977 20.7481 28.0786
H 20.6727 20.6456 26.3887
H 19.1160 21.0642 27.2448
H 18.5154 19.1633 29.0365
H 20.1112 18.4646 29.1020
H 18.7785 17.4783 28.4930
C 15.3166 14.0896 21.6137
N 15.8470 12.7788 22.0084
C 16.6303 12.0074 21.0280
P 15.1504 12.1108 23.4461
O 14.8249 13.2034 24.4022
N 13.7831 11.3370 22.7636
C 13.8592 10.1282 21.9541
C 12.6042 12.1132 22.6266
N 16.1982 10.8923 23.9869
C 17.5341 11.3000 24.3696
C 15.6207 9.7166 24.7102
H 15.5098 14.7564 22.4540
H 14.2553 14.0761 21.3657
H 15.7687 14.4709 20.6981
H 17.0874 11.1693 21.5540
H 17.4349 12.5627 20.5458
H 15.9368 11.6946 20.2474
H 13.0190 9.4632 22.1540
H 13.7954 10.4680 20.9204
H 14.7796 9.5560 22.0705
H 12.5842 12.7480 21.7408
H 11.7206 11.4888 22.4941
H 12.4590 12.8250 23.4391
H 17.5134 12.1185 25.0892
H 18.1319 10.4666 24.7386
H 17.9577 11.6040 23.4124
H 14.6679 9.3710 24.3091
H 15.4613 10.1072 25.7153
H 16.3416 8.8994 24.7349
C 13.6765 16.0342 16.0330
N 14.4267 14.7810 15.8484
C 14.4855 14.2135 14.5199
P 15.1644 14.0545 17.1765
O 15.4075 14.9736 18.3236
N 14.1713 12.6894 17.5345
C 13.9913 11.6412 16.5257
C 13.0231 12.7952 18.4960
N 16.7042 13.4679 16.6770
C 17.6172 14.5000 16.1463
C 17.3664 12.4970 17.5558
H 12.8831 16.0162 16.7801
H 13.2458 16.4168 15.1077
H 14.3398 16.7754 16.4790
H 15.4454 13.7414 14.3103
H 14.2826 14.9267 13.7210
H 13.6786 13.4930 14.3860
H 14.0106 10.6760 17.0317
H 13.0507 11.6389 15.9750
H 14.8402 11.5553 15.8474
H 12.2958 13.5277 18.1458
H 12.6040 11.8536 18.8507
H 13.4433 13.2566 19.3896
H 17.0807 15.3481 15.7209
H 18.2814 14.8877 16.9187
H 18.0963 13.9439 15.3404
H 16.7141 11.6671 17.8275
H 17.7220 13.0217 18.4425
H 18.2496 12.0357 17.1138
C 18.6372 18.0746 14.0214
N 19.1714 17.0736 13.0823
C 18.1280 16.1874 12.5079
P 20.8038 16.7670 13.1415
O 21.6747 17.6674 13.8569
N 20.8497 15.1635 13.5827
C 21.2910 14.8204 14.8852
C 20.8499 14.1185 12.5315
N 21.1927 16.7904 11.4459
C 22.4229 16.2078 10.8749
C 20.6694 17.8616 10.6060
H 17.7645 18.5666 13.5921
H 19.4240 18.8144 14.1695
H 18.3998 17.6090 14.9779
H 18.4741 15.7726 11.5612
H 17.2757 16.8091 12.2335
H 17.8341 15.3992 13.2011
H 21.2457 13.7398 15.0204
H 22.3149 15.1164 15.1133
H 20.5610 15.1862 15.6073
H 20.4301 14.3984 11.5653
H 21.7615 13.5287 12.4351
H 20.2238 13.3130 12.9152
H 22.2291 15.8362 9.8687
H 23.2418 16.8788 10.6157
H 22.8584 15.3529 11.3922
H 21.2414 18.0649 9.7007
H 20.7448 18.7174 11.2769
H 19.6373 17.6603 10.3190
C 25.7424 22.0527 20.9860
N 25.0266 23.3042 20.7983
C 25.9078 24.5176 20.7226
P 23.4015 23.4584 20.1166
O 23.3994 23.5996 18.6352
N 22.5347 22.1245 20.8642
C 22.6089 21.8688 22.3153
C 21.4377 21.5288 20.1255
N 22.7342 24.8245 20.8822
C 21.9398 25.7963 20.1274
C 22.8990 25.1684 22.2743
H 25.0838 21.2895 21.4007
H 26.5689 22.2002 21.6812
H 26.1849 21.6721 20.0655
H 25.3106 25.4048 20.5121
H 26.6122 24.3426 19.9094
H 26.3677 24.6523 21.7016
H 21.7582 22.2520 22.8788
H 22.8342 20.8123 22.4606
H 23.5641 22.3174 22.5882
H 20.7127 21.0066 20.7499
H 20.8842 22.3325 19.6399
H 21.9411 20.8064 19.4829
H 22.4191 26.0056 19.1710
H 20.9137 25.4490 20.0064
H 22.0087 26.6983 20.7355
H 23.1452 26.2184 22.4322
H 23.5824 24.4695 22.7567
H 21.9970 25.0633 22.8771
O 19.3989 23.7158 17.2292
S 19.7602 22.8289 16.1452
O 19.2772 23.0946 14.8078
C 21.5663 22.6426 15.9310
C 21.6802 21.1950 15.4224
C 20.9480 20.3173 16.4413
C 19.5158 21.0653 16.7363
H 22.1171 22.6746 16.8711
H 22.0314 23.4539 15.3710
H 21.1404 21.1267 14.4779
H 22.6896 20.8356 15.2220
H 21.4513 20.1990 17.4009
H 20.9262 19.2722 16.1323
H 19.6510 21.1077 17.8170
H 18.6254 20.6151 16.2973
O 20.3976 11.7279 20.0736
S 21.1625 12.9799 20.0368
O 22.0698 13.3428 18.9798
C 20.0586 14.5326 20.5077
C 20.1525 14.6884 22.0285
C 21.5728 14.2639 22.4059
C 22.1891 13.1230 21.6090
H 19.0160 14.3813 20.2280
H 20.4052 15.3968 19.9410
H 19.9532 15.7448 22.2083
H 19.3749 14.0908 22.5041
H 21.5406 13.9004 23.4330
H 22.2734 15.0965 22.4695
H 22.1338 12.1485 22.0942
H 23.2306 13.2879 21.3332
O 19.4686 19.0218 19.8234
S 18.6351 18.0742 19.1302
O 19.2340 16.9782 18.3667
C 17.5614 17.2785 20.3897
C 16.2987 18.0536 20.2180
C 15.9676 18.1943 18.7262
C 17.2088 18.8788 18.1888
H 18.0431 17.1957 21.3640
H 17.4205 16.2502 20.0568
H 15.5188 17.5733 20.8089
H 16.4318 18.9887 20.7619
H 15.1362 18.8824 18.5729
H 15.7131 17.3593 18.0734
H 17.2366 19.9532 18.3701
H 17.3881 18.6255 17.1439
O 11.0972 15.0631 21.0138
S 11.1103 16.2109 20.1183
O 10.9401 16.0212 18.6883
C 10.0202 17.5819 20.7233
C 10.9078 18.5046 21.4090
C 12.2198 18.6207 20.6341
C 12.6635 17.1696 20.3656
H 9.0932 17.2834 21.2129
H 9.5916 17.9405 19.7874
H 10.4345 19.4671 21.6034
H 11.1389 18.0268 22.3611
H 12.8927 19.0997 21.3454
H 12.1891 19.2283 19.7297
H 13.0896 16.9264 21.3390
H 13.4189 17.0645 19.5868
O 20.0779 22.8364 24.9832
S 18.9003 23.5225 24.4027
O 18.2507 24.6536 25.0602
C 19.2536 23.9205 22.6071
C 18.6720 22.7569 21.6913
C 17.3739 22.4635 22.4311
C 17.6355 22.1913 23.9362
H 20.3150 24.1392 22.4904
H 18.7850 24.8746 22.3661
H 18.5806 23.2055 20.7021
H 19.2813 21.8561 21.6183
H 16.7877 21.6809 21.9494
H 16.8012 23.3775 22.2739
H 18.1336 21.2408 24.1273
H 16.7411 22.1873 24.5592
*
```

Here are the Mulliken charges for atoms 1 to 6, given in e:
1. C -1.043
2. N 0.404
3. C -0.488
4. P -0.803
5. O -0.144
6. N 0.240